No. 1
Computed, not measured: an isolated molecule of C6H6O2, with wB97M-V/def2-TZVPD.

Each line ends with the natural charge from an NBO analysis.
Cartesian coordinates (Å):
C (1.2748, 1.0732, 0.1954)  0.129
C (0.1519, 1.5648, 0.0490)  -0.303
C (-1.2394, 0.7982, -0.2365)  0.059
C (-1.1757, -0.6717, -0.3976)  -0.026
C (-0.1677, -1.4406, 0.0318)  -0.322
C (1.1706, -1.2895, 0.1156)  0.192
H (2.1122, 1.7844, 0.4410)  0.192
H (0.1872, 2.6965, -0.0673)  0.230
H (-1.8686, 1.5024, -0.7805)  0.202
H (-1.7658, -1.3793, -0.9755)  0.215
H (-0.6035, -2.4206, 0.4408)  0.214
H (1.7257, -1.9999, 0.3922)  0.163
O (1.8345, -0.2027, -0.0332)  -0.471
O (-1.6363, -0.0153, 0.8248)  -0.472

frontier orbital gap = 9.448 eV
SMILES = C1=C[C@@H]2O[C@@H]2C=CO1

=====

No. 2
Computed, not measured: an isolated molecule of C6H6O2, with wB97M-V/def2-TZVPD.

Each line ends with the natural charge from an NBO analysis.
Cartesian coordinates (Å):
C (-1.6379, 0.2871, 0.0381)  -0.103
C (-0.2662, 0.0763, -0.2731)  -0.184
C (0.6031, 1.0080, -0.7508)  -0.113
C (1.8911, 0.6035, -0.3267)  -0.237
C (1.9260, -0.5268, 0.3323)  -0.256
C (0.3500, -0.9047, 0.5017)  0.552
H (-2.2557, -1.4579, 0.5248)  0.477
H (-1.7152, 0.6164, 1.0833)  0.190
H (-1.9193, 1.1813, -0.5774)  0.185
H (0.2397, 1.6953, -1.5680)  0.242
H (2.7466, 1.3192, -0.5504)  0.220
H (2.6520, -1.2408, 0.6366)  0.229
O (-2.5757, -0.8572, -0.2617)  -0.714
O (-0.0385, -1.7998, 1.1913)  -0.488

frontier orbital gap = 7.942 eV
SMILES = O=C1C=CC=C1CO

=====

No. 3
Computed, not measured: a structure of composition C6H6O2, with wB97M-V/def2-TZVPD.

Each line ends with the natural charge from an NBO analysis.
Cartesian coordinates (Å):
C (0.4795, -0.6655, -1.2033)  0.512
C (-0.5768, -1.1849, -0.1254)  0.006
C (1.2507, -0.1987, -0.0302)  -0.019
C (0.4051, 0.7242, 0.7498)  -0.280
C (-0.7404, 1.3383, -0.0707)  -0.398
C (-0.9242, 0.1093, 0.7056)  -0.267
H (-1.3572, -1.9715, -0.3838)  0.238
H (2.4845, -0.2063, -0.4011)  0.268
H (0.6324, 1.0658, 1.8589)  0.253
H (-1.0428, 2.3370, 0.6042)  0.241
H (-0.7532, 1.3698, -1.1645)  0.253
H (-1.6313, -0.0090, 1.5463)  0.243
O (0.9653, -0.9993, -2.3751)  -0.585
O (0.8085, -1.7091, 0.2892)  -0.465

frontier orbital gap = 10.148 eV

=====

No. 4
Computed, not measured: an isolated molecule of C6H6O2, with wB97M-V/def2-TZVPD.

Each line ends with the natural charge from an NBO analysis.
Cartesian coordinates (Å):
C (1.3183, -0.3171, -0.0597)  0.626
C (0.3130, -0.1636, 1.0866)  -0.349
C (0.0319, 1.2579, 0.3516)  -0.411
C (0.3222, 0.5971, -0.9447)  -0.384
C (-0.7202, -0.5156, -0.9506)  0.040
C (-0.8192, -1.0498, 0.4120)  0.056
H (0.7359, -0.3303, 2.1826)  0.248
H (-1.1140, 1.3774, 0.5545)  0.261
H (0.6943, 2.0517, 0.8025)  0.239
H (0.4899, 1.1567, -1.8820)  0.241
H (-0.9313, -1.0260, -1.8494)  0.214
H (-0.8995, -2.0670, 0.6037)  0.205
O (2.4244, -0.7078, -0.2493)  -0.517
O (-1.8457, -0.2636, -0.0576)  -0.471

frontier orbital gap = 10.432 eV
SMILES = O=C1[C@H]2C[C@@H]1[C@@H]1O[C@@H]12

=====

No. 5
Computed, not measured: an isolated molecule of C6H6O3, with wB97M-V/def2-TZVPD.

Each line ends with the natural charge from an NBO analysis.
Cartesian coordinates (Å):
C (1.3459, -0.2442, 0.4850)  0.012
C (-0.0429, -0.8845, 0.7997)  -0.291
C (-0.7673, -1.3484, -0.4249)  -0.353
C (-1.7923, -0.5237, -0.6943)  0.158
C (-0.6413, 0.5547, 0.8556)  -0.019
C (0.5899, 1.0350, 0.1115)  0.541
H (1.7941, -0.7768, -1.3103)  0.481
H (1.8610, -0.1204, 1.4704)  0.201
H (-0.0303, -1.6306, 1.5914)  0.229
H (-0.6640, -2.3078, -0.8880)  0.232
H (-2.6075, -0.5842, -1.4192)  0.213
H (-0.7632, 1.0042, 1.8742)  0.225
O (2.1664, -0.8635, -0.4308)  -0.683
O (-1.8660, 0.5709, 0.1227)  -0.467
O (0.7319, 1.9029, -0.7060)  -0.479

frontier orbital gap = 9.617 eV
SMILES = O=C1[C@H]2OC=C[C@H]2[C@H]1O

=====

No. 6
Computed, not measured: an isolated molecule of C6H6O3, with wB97M-V/def2-TZVPD.

Each line ends with the natural charge from an NBO analysis.
Cartesian coordinates (Å):
C (-0.1009, 1.8384, -0.2018)  0.392
C (0.5573, 0.3493, -0.2640)  0.315
C (-1.2772, -0.6124, 0.8133)  -0.122
C (-1.2125, -1.2164, -0.6712)  -0.085
C (1.9758, 0.1432, -0.3166)  -0.028
C (3.2546, 0.0020, 0.0723)  -0.138
H (0.7809, 2.6973, -0.3706)  0.175
H (-2.1461, 0.0678, 1.0049)  0.219
H (-1.4998, -1.3875, 1.6299)  0.198
H (-1.9891, -0.9952, -1.2864)  0.188
H (-1.2957, -2.3261, -0.4266)  0.189
H (4.2289, 0.1219, 0.3358)  0.226
O (-1.4553, 2.0215, -0.1928)  -0.530
O (0.2077, -0.1350, 1.0555)  -0.497
O (-0.0286, -0.5688, -1.1816)  -0.503

frontier orbital gap = 9.634 eV
SMILES = C#CC1(C=O)OCCO1

=====

No. 7
Computed, not measured: a structure of composition C6H6O5SV, with wB97M-V/def2-TZVPD.

Each line ends with the natural charge from an NBO analysis.
Cartesian coordinates (Å):
V (-1.2406, 0.4706, -1.0799)  0.517
O (-3.0298, -1.8258, -0.0534)  -0.243
C (-2.2935, -1.0014, -0.4084)  0.523
C (-0.9269, 2.0110, 0.0816)  0.475
O (-0.8735, 2.9954, 0.7048)  -0.241
C (-0.0429, 0.1607, -2.5458)  0.490
O (0.6120, 0.0732, -3.5056)  -0.227
C (-2.6189, 1.2585, -2.0744)  0.534
O (-3.4640, 1.7557, -2.7002)  -0.222
C (2.6108, -1.0521, 0.7692)  -0.750
S (1.0705, -0.2658, 0.2087)  1.203
C (0.1448, -0.5035, 1.7700)  -0.794
O (1.4093, 1.1961, 0.0423)  -0.881
H (2.4204, -2.0724, 1.0998)  0.273
H (2.9649, -0.4414, 1.5877)  0.282
H (3.2963, -1.0582, -0.0611)  0.281
H (0.7689, -0.1047, 2.5626)  0.285
H (-0.8281, -0.0228, 1.7313)  0.224
H (0.0203, -1.5732, 1.8708)  0.269

frontier orbital gap (spin up / spin down) = 6.751 / 7.112 eV
spin multiplicity = 4
charge = +2

=====

No. 8
Computed, not measured: an isolated molecule of C6H6S2, with wB97M-V/def2-TZVPD.

Each line ends with the natural charge from an NBO analysis.
Cartesian coordinates (Å):
C (0.1759, 0.2154, 0.0596)  -0.335
C (-1.2212, 0.0942, 0.6588)  -0.241
C (1.1498, -0.2399, 1.0939)  -0.199
C (2.0267, -1.1834, 0.6461)  -0.199
C (1.5743, -1.5373, -0.7495)  -0.214
C (0.4840, -0.7745, -1.0606)  -0.188
H (0.0207, 2.1236, -1.4923)  0.148
H (-1.2109, 0.5716, 1.6460)  0.196
H (1.2539, 0.2585, 2.0563)  0.221
H (2.7941, -1.7143, 1.1822)  0.226
H (1.9900, -2.3599, -1.3300)  0.222
H (-0.2373, -1.0287, -1.8597)  0.238
S (0.6848, 1.9473, -0.2428)  0.028
S (-2.5440, -0.5284, -0.0130)  0.096

frontier orbital gap = 8.207 eV
SMILES = S=CC1(S)C=CC=C1

=====

How do the records compare in max |F|? In the order shown, they have 8.77, 5.71, 6.60, 4.30, 2.19, 13.05, 10.03, 2.56 eV/Å.
How do the records compare in ΔE to the lowest compared entry with this formula, charge and spin? In the order shown, they have 4.7101, 2.5111, 4.9969, 2.9223, 1.5697, 6.7533, 0.0000, 0.9910 eV.